Entry w
C18H35BaF5NO8Te as an isolated structure. Source: the OMol25 dataset; level of theory: the ωB97M-V functional and the def2-TZVPD basis.

gap between HOMO and LUMO: 0.37958 Eh
LUMO energy: -2.4 eV

The geometry in ORCA input format:
```
! RIJCOSX wB97M-V def2-TZVPD def2/J DEFGRID3
* xyz 1 1
Ba -0.6608 -0.6797 -0.1725
C -0.4643 -0.8786 3.2442
C -1.8975 -0.8312 2.7543
O -2.0030 -0.0163 1.5699
C -2.6430 1.2571 1.6853
C -1.6416 2.3154 2.0863
O -0.5249 2.3696 1.2027
C -0.5804 3.3781 0.1982
C -1.4412 3.0196 -0.9978
O -1.1382 1.7266 -1.4964
C -0.3400 1.6532 -2.6751
C 1.1174 1.9367 -2.3805
O 1.5294 1.0524 -1.3473
C 2.6919 1.4543 -0.6424
C 3.4574 0.2178 -0.2497
O 2.6806 -0.7213 0.4861
C 2.5561 -0.4254 1.8741
C 1.7359 -1.5308 2.4960
O 0.3498 -1.3760 2.1774
H -0.4136 -1.5455 4.1089
H -0.1197 0.1172 3.5413
H -2.5697 -0.4769 3.5374
H -2.2015 -1.8394 2.4883
H -3.4629 1.2125 2.4058
H -3.0673 1.4720 0.7047
H -1.2390 2.0801 3.0725
H -2.1409 3.2874 2.1528
H 0.4525 3.5256 -0.1118
H -0.9413 4.3204 0.6242
H -1.3128 3.7816 -1.7744
H -2.4971 3.0169 -0.7222
H -0.7119 2.3393 -3.4389
H -0.4380 0.6296 -3.0406
H 1.2509 2.9777 -2.0672
H 1.7150 1.7782 -3.2841
H 2.4033 2.0458 0.2345
H 3.3422 2.0693 -1.2725
H 4.3526 0.4989 0.3134
H 3.7707 -0.2946 -1.1597
H 2.0573 0.5403 2.0203
H 3.5470 -0.3850 2.3379
H 1.8808 -1.5653 3.5768
H 2.0564 -2.4821 2.0714
F -2.6534 -0.5824 -1.2446
Te -3.2555 -2.2489 -0.4605
F -2.8352 -3.0918 -2.0389
F -4.1212 -3.7352 0.1732
F -4.7832 -1.8064 -1.3967
F -4.1071 -1.2997 0.8622
O -1.6711 -2.5643 0.2990
O 0.2811 -1.7819 -1.8831
C 0.8762 -2.7868 -2.3327
C 0.2163 -3.8155 -3.2017
C 0.7561 -3.7978 -4.6629
C 2.0891 -3.0718 -4.8560
C 3.2723 -3.7189 -4.1364
C 2.9932 -4.0017 -2.6556
N 2.1637 -2.9716 -2.0345
H -0.8512 -3.6205 -3.1787
H 0.3791 -4.7946 -2.7478
H 0.0115 -3.3147 -5.2949
H 0.8489 -4.8259 -5.0174
H 1.9838 -2.0341 -4.5237
H 2.3141 -3.0249 -5.9219
H 4.1463 -3.0718 -4.2356
H 3.5244 -4.6684 -4.6154
H 3.9195 -4.0634 -2.0888
H 2.4918 -4.9626 -2.5442
H 2.5784 -2.2756 -1.4294
*
```



Entry x
C18H35BaF5NO8Te as an isolated structure. Source: the OMol25 dataset; level of theory: the ωB97M-V functional and the def2-TZVPD basis.

gap between HOMO and LUMO: 0.38573 Eh
LUMO energy: -2.1 eV

The geometry in ORCA input format:
```
! RIJCOSX wB97M-V def2-TZVPD def2/J DEFGRID3
* xyz 1 1
Ba -0.7423 -0.0967 0.3128
C -2.8572 -1.2253 2.1104
C -3.3238 0.2223 2.3138
O -2.5900 1.2235 1.5791
C -3.2626 1.9300 0.5127
C -2.8934 1.4789 -0.9022
O -1.5452 1.7656 -1.2801
C -1.2742 2.9310 -2.0408
C 0.1589 2.7664 -2.5242
O 1.0193 2.3539 -1.4733
C 1.3684 3.4070 -0.5846
C 1.6763 2.8390 0.7731
O 0.4598 2.4022 1.3804
C 0.4855 2.4374 2.8031
C 1.2485 1.2727 3.3962
O 0.5853 0.0352 3.1650
C -0.4011 -0.2386 4.1489
C -1.0836 -1.5332 3.7746
O -1.4935 -1.5048 2.4124
H -2.9902 -1.5714 1.0806
H -3.5167 -1.8518 2.7197
H -3.2463 0.4886 3.3691
H -4.3813 0.2531 2.0403
H -3.0080 2.9830 0.6394
H -4.3436 1.8201 0.6231
H -3.5832 1.9482 -1.6075
H -3.0163 0.4014 -1.0355
H -1.4149 3.8270 -1.4289
H -1.9452 2.9872 -2.9028
H 0.5111 3.6939 -2.9868
H 0.1922 1.9731 -3.2705
H 0.5457 4.1210 -0.4878
H 2.2436 3.9438 -0.9668
H 2.1340 3.6250 1.3824
H 2.3759 2.0032 0.6853
H -0.5584 2.4137 3.1191
H 0.9193 3.3829 3.1453
H 1.3983 1.4307 4.4693
H 2.2298 1.1829 2.9292
H -1.1256 0.5826 4.2049
H 0.0629 -0.3428 5.1363
H -1.9323 -1.7327 4.4337
H -0.3780 -2.3595 3.8568
F -3.4091 -4.0510 -0.9944
Te -2.8339 -2.6166 -2.0245
F -2.5496 -1.1361 -3.1530
F -4.0549 -1.5013 -1.0931
F -4.2533 -3.0100 -3.1343
F -1.8367 -3.7167 -3.1322
O -1.4672 -2.1749 -0.9449
O 1.8325 -0.4558 0.2014
C 2.6530 -1.0694 -0.5033
C 3.0340 -2.4993 -0.2056
C 2.8485 -3.5020 -1.3774
C 2.2315 -2.9074 -2.6437
C 3.2208 -2.0480 -3.4347
C 4.0535 -1.1472 -2.5250
N 3.2283 -0.4554 -1.5410
H 2.4240 -2.7888 0.6470
H 4.0719 -2.4947 0.1389
H 2.2148 -4.3145 -1.0251
H 3.8113 -3.9523 -1.6281
H 1.3430 -2.3243 -2.3795
H 1.8673 -3.7132 -3.2810
H 2.6841 -1.4443 -4.1698
H 3.9081 -2.6882 -3.9930
H 4.5952 -0.3959 -3.0965
H 4.8029 -1.7318 -1.9897
H 2.8724 0.4698 -1.7430
*
```



Which of them is most stable, and which least? Most stable: entry x; least stable: entry w.